{
  "formula": "C66H150N8O6",
  "method": "ωB97M-V/def2-TZVPD",
  "species": ["C", "C", "C", "N", "C", "C", "C", "C", "C", "C", "H", "H", "H", "H", "H", "H", "H", "H", "H", "H", "H", "H", "H", "H", "H", "H", "H", "H", "H", "H", "C", "C", "C", "N", "C", "C", "C", "C", "C", "C", "H", "H", "H", "H", "H", "H", "H", "H", "H", "H", "H", "H", "H", "H", "H", "H", "H", "H", "H", "H", "C", "C", "C", "N", "C", "C", "C", "C", "C", "C", "H", "H", "H", "H", "H", "H", "H", "H", "H", "H", "H", "H", "H", "H", "H", "H", "H", "H", "H", "H", "C", "C", "C", "N", "C", "C", "C", "C", "C", "C", "H", "H", "H", "H", "H", "H", "H", "H", "H", "H", "H", "H", "H", "H", "H", "H", "H", "H", "H", "H", "C", "C", "C", "N", "C", "C", "C", "C", "C", "C", "H", "H", "H", "H", "H", "H", "H", "H", "H", "H", "H", "H", "H", "H", "H", "H", "H", "H", "H", "H", "C", "C", "C", "N", "C", "C", "C", "C", "C", "C", "H", "H", "H", "H", "H", "H", "H", "H", "H", "H", "H", "H", "H", "H", "H", "H", "H", "H", "H", "H", "C", "C", "C", "O", "C", "N", "H", "H", "H", "H", "H", "H", "H", "H", "H", "H", "H", "H", "C", "C", "C", "O", "C", "N", "H", "H", "H", "H", "H", "H", "H", "H", "H", "H", "H", "H", "C", "C", "O", "O", "H", "H", "H", "C", "C", "O", "O", "H", "H", "H"],
  "xyz": [[13.976, 24.148, 17.137], [13.679, 25.100, 18.290], [13.243, 26.515, 17.680], [12.838, 27.569, 18.768], [12.004, 28.724, 18.070], [11.669, 29.909, 18.995], [12.941, 30.438, 19.580], [13.677, 29.337, 20.387], [14.102, 28.198, 19.463], [11.828, 26.949, 19.851], [13.973, 23.108, 17.465], [14.987, 24.375, 16.797], [13.296, 24.245, 16.291], [14.566, 25.319, 18.885], [12.998, 24.615, 18.988], [12.372, 26.405, 17.035], [14.003, 26.969, 17.044], [12.607, 28.933, 17.186], [11.041, 28.392, 17.683], [11.136, 30.712, 18.486], [10.952, 29.781, 19.807], [13.602, 30.857, 18.821], [12.681, 31.260, 20.246], [14.618, 29.700, 20.801], [13.069, 29.092, 21.258], [14.633, 28.669, 18.635], [14.798, 27.458, 19.857], [11.036, 26.445, 19.296], [11.463, 27.773, 20.464], [12.448, 26.244, 20.405], [15.046, 20.581, 20.525], [14.595, 19.270, 19.996], [15.671, 18.242, 20.319], [15.460, 16.764, 19.805], [16.807, 15.972, 19.718], [16.660, 14.434, 19.464], [15.578, 13.878, 20.373], [14.208, 14.580, 20.261], [14.370, 16.052, 20.582], [14.902, 16.756, 18.365], [15.992, 20.981, 20.162], [14.977, 20.570, 21.613], [14.358, 21.404, 20.334], [14.433, 19.443, 18.932], [13.676, 19.001, 20.518], [15.726, 18.125, 21.401], [16.638, 18.534, 19.909], [17.342, 16.067, 20.663], [17.394, 16.406, 18.909], [17.575, 13.941, 19.794], [16.533, 14.306, 18.389], [15.831, 13.931, 21.432], [15.362, 12.819, 20.234], [13.615, 14.086, 21.031], [13.836, 14.360, 19.260], [14.682, 16.265, 21.604], [13.470, 16.645, 20.420], [14.703, 15.759, 17.972], [15.639, 17.304, 17.779], [13.965, 17.296, 18.228], [20.503, 15.263, 18.533], [21.014, 15.718, 17.100], [20.435, 17.024, 16.521], [20.857, 17.330, 15.045], [20.159, 16.240, 14.158], [20.222, 16.647, 12.694], [19.644, 18.097, 12.387], [20.288, 19.143, 13.251], [20.190, 18.742, 14.738], [22.376, 17.353, 14.761], [20.976, 15.894, 19.285], [20.717, 14.214, 18.734], [19.439, 15.490, 18.608], [20.833, 14.942, 16.357], [22.101, 15.751, 17.039], [20.727, 17.827, 17.198], [19.351, 16.932, 16.585], [19.140, 15.996, 14.457], [20.749, 15.325, 14.208], [19.628, 15.951, 12.101], [21.259, 16.543, 12.372], [18.561, 17.976, 12.420], [19.849, 18.311, 11.338], [19.825, 20.114, 13.071], [21.331, 19.389, 13.053], [19.157, 18.476, 14.966], [20.625, 19.522, 15.363], [22.764, 17.928, 15.602], [22.531, 17.901, 13.832], [22.837, 16.367, 14.810], [12.946, 11.156, 17.373], [12.017, 12.004, 16.444], [12.780, 12.690, 15.279], [12.047, 13.874, 14.578], [12.331, 15.159, 15.418], [11.534, 16.350, 14.886], [10.004, 15.998, 14.762], [9.669, 14.732, 13.932], [10.517, 13.496, 14.453], [12.822, 14.044, 13.221], [13.802, 11.685, 17.791], [13.440, 10.420, 16.739], [12.469, 10.461, 18.065], [11.502, 12.797, 16.987], [11.203, 11.390, 16.058], [12.950, 11.981, 14.468], [13.753, 13.068, 15.593], [12.110, 14.910, 16.456], [13.418, 15.226, 15.449], [11.509, 17.162, 15.612], [11.954, 16.763, 13.969], [9.604, 15.874, 15.769], [9.406, 16.845, 14.427], [8.628, 14.437, 14.062], [9.857, 14.879, 12.868], [10.118, 13.172, 15.414], [10.455, 12.607, 13.824], [12.244, 14.737, 12.609], [12.767, 13.138, 12.617], [13.857, 14.362, 13.348], [13.480, 17.753, 11.803], [13.092, 19.079, 11.212], [12.178, 18.884, 9.903], [11.649, 20.201, 9.282], [10.792, 21.016, 10.287], [9.451, 20.392, 10.635], [8.586, 20.111, 9.307], [9.400, 19.216, 8.332], [10.788, 19.743, 7.997], [12.881, 21.045, 8.801], [13.921, 17.875, 12.792], [14.204, 17.288, 11.134], [12.640, 17.063, 11.883], [14.034, 19.516, 10.883], [12.557, 19.722, 11.911], [11.329, 18.224, 10.077], [12.767, 18.394, 9.128], [11.410, 21.286, 11.143], [10.636, 21.955, 9.756], [9.701, 19.492, 11.196], [8.875, 20.907, 11.404], [7.612, 19.661, 9.498], [8.344, 21.024, 8.762], [9.443, 18.151, 8.557], [8.955, 19.177, 7.338], [11.471, 19.023, 7.545], [10.658, 20.608, 7.347], [13.337, 21.540, 9.658], [12.440, 21.770, 8.117], [13.504, 20.288, 8.324], [16.906, 24.992, 21.140], [17.707, 23.777, 20.908], [18.678, 23.978, 19.790], [19.571, 22.810, 19.332], [18.757, 21.522, 18.999], [17.866, 21.643, 17.733], [18.681, 22.016, 16.539], [19.524, 23.207, 16.840], [20.389, 23.201, 18.052], [20.543, 22.489, 20.505], [16.365, 25.457, 20.315], [17.597, 25.722, 21.560], [16.277, 24.820, 22.013], [16.928, 23.048, 20.688], [18.085, 23.531, 21.900], [19.304, 24.819, 20.087], [18.075, 24.298, 18.941], [18.012, 21.355, 19.777], [19.488, 20.718, 18.916], [17.131, 22.447, 17.793], [17.273, 20.730, 17.690], [18.053, 22.311, 15.699], [19.229, 21.151, 16.164], [18.904, 24.097, 16.945], [20.203, 23.383, 16.006], [20.801, 24.192, 18.240], [21.227, 22.518, 17.910], [20.994, 23.478, 20.587], [21.280, 21.831, 20.045], [19.979, 21.955, 21.270], [15.571, 25.440, 12.165], [15.808, 24.018, 11.650], [15.272, 22.952, 12.645], [13.832, 22.893, 12.664], [13.359, 21.838, 13.436], [15.309, 23.859, 10.178], [15.401, 22.932, 9.789], [14.321, 24.021, 10.042], [15.866, 24.467, 9.595], [14.495, 25.578, 12.277], [15.836, 26.214, 11.446], [16.143, 25.657, 13.067], [16.876, 23.877, 11.481], [15.620, 23.211, 13.645], [15.706, 21.985, 12.392], [12.312, 21.630, 13.214], [13.332, 22.092, 14.496], [14.055, 21.001, 13.383], [9.216, 19.169, 17.386], [10.469, 19.902, 16.862], [10.241, 21.394, 16.616], [9.736, 21.562, 15.208], [9.218, 22.801, 14.828], [11.633, 19.521, 17.819], [11.571, 18.567, 18.146], [12.464, 19.609, 17.252], [11.626, 20.158, 18.603], [8.365, 19.381, 16.738], [8.937, 19.375, 18.419], [9.426, 18.100, 17.408], [10.730, 19.512, 15.878], [11.044, 22.117, 16.755], [9.499, 21.888, 17.243], [9.941, 23.609, 14.717], [8.367, 22.889, 15.504], [8.708, 22.754, 13.866], [16.337, 15.908, 13.944], [16.531, 15.361, 15.376], [17.175, 16.087, 16.157], [15.941, 14.206, 15.584], [16.338, 15.189, 13.125], [17.104, 16.643, 13.699], [15.375, 16.419, 13.929], [15.915, 19.499, 14.997], [14.599, 19.605, 15.744], [13.770, 18.699, 15.565], [14.370, 20.693, 16.373], [16.647, 18.733, 15.249], [16.430, 20.459, 15.044], [15.709, 19.259, 13.954]],
  "forces_ev_per_a": [[0.703, 0.036, 0.287], [-0.122, 1.624, -0.664], [-1.026, -0.483, 1.855], [-1.410, -0.239, 0.511], [-0.236, -0.227, 0.354], [0.704, 0.259, -0.316], [0.692, 0.328, 1.054], [0.279, 0.476, -0.267], [-1.470, 0.440, -0.908], [2.011, 0.377, -1.389], [0.023, -0.044, -0.102], [0.032, -0.171, -0.397], [-0.121, 0.071, 0.084], [0.236, -0.315, -0.064], [-0.535, 0.574, -0.201], [-0.186, -0.107, 0.185], [0.312, -0.059, 0.356], [0.090, 0.726, 0.211], [0.200, -1.043, 0.131], [0.287, -0.163, -0.836], [-0.010, -1.108, 0.020], [0.041, -0.053, -0.141], [0.247, 0.032, 0.094], [-0.016, 0.307, 0.023], [0.036, -0.535, -0.084], [0.029, 0.000, -0.177], [-0.644, -0.359, 0.285], [0.068, 0.141, 0.095], [0.068, -0.335, -0.146], [-0.398, 0.108, 0.241], [-0.448, 1.764, 1.392], [0.114, -0.564, -0.654], [-0.126, -1.788, -0.522], [-1.015, -0.344, -2.320], [-0.086, -0.682, 0.541], [-0.466, 1.105, 0.522], [-1.146, -0.305, 0.168], [1.434, -0.364, 0.143], [0.438, 0.872, 0.861], [0.839, 1.080, -0.174], [0.214, -0.535, 0.119], [0.816, -0.048, 0.212], [-0.395, -0.157, -0.557], [-0.084, -0.635, -0.233], [-0.207, -0.079, -0.239], [0.308, 0.078, -0.004], [-0.010, 0.005, 0.058], [-0.272, 0.511, 0.169], [-0.252, 0.263, 0.021], [0.303, 0.316, -0.371], [-0.253, -0.469, 0.010], [0.580, 0.195, 0.046], [0.415, -0.073, -0.378], [-0.522, 0.377, -0.235], [-0.505, 0.293, 0.131], [-0.307, -0.716, 0.382], [-0.074, -0.084, -0.080], [0.744, -0.006, 0.266], [-0.013, -0.483, -0.398], [-0.025, 0.175, 0.749], [0.375, 1.489, -1.319], [0.347, -0.785, -0.558], [0.611, -0.785, 0.713], [-1.166, -0.196, 0.166], [0.703, 0.415, -0.788], [-0.367, 1.330, -0.322], [1.185, -2.052, -0.818], [-0.133, 0.164, 1.166], [0.118, -1.435, -0.965], [-1.199, 0.673, 1.276], [0.205, -0.185, 0.109], [-0.068, 0.187, -0.144], [-0.150, -0.429, -0.114], [-0.566, -0.302, 0.230], [0.192, 0.251, 0.623], [0.280, 0.487, -0.471], [-0.156, 0.177, -0.675], [0.098, 0.590, 0.653], [0.033, 0.123, 0.558], [0.142, -0.219, 0.145], [-0.037, 0.198, -0.296], [-0.146, 0.613, 0.628], [0.115, -0.028, -0.064], [-0.385, 0.105, 0.459], [0.125, -0.551, -0.527], [-0.132, 0.591, 0.324], [0.009, -0.463, 0.353], [0.306, 0.118, -0.175], [0.132, -0.451, 0.131], [-0.389, 0.013, -0.330], [0.310, -0.488, -1.586], [0.275, 0.427, 0.343], [-0.348, -0.477, 0.023], [0.972, -0.585, 0.381], [-0.460, -0.958, -0.428], [-1.376, -0.327, 0.260], [0.231, -0.532, -0.185], [1.317, -0.843, 0.802], [0.387, 1.745, -0.761], [-2.015, -0.036, 0.030], [-0.404, 0.354, 0.347], [0.147, -0.019, -0.410], [-0.441, 0.788, 0.338], [0.071, 0.055, 0.483], [0.209, -0.230, -0.053], [0.042, -0.105, 0.150], [0.071, 0.137, -0.018], [-0.661, -0.051, -0.029], [0.092, 0.396, -0.560], [0.704, 0.034, 0.067], [-0.021, -0.167, 0.035], [0.174, -0.399, 0.284], [0.299, 0.148, -0.493], [-0.024, 0.160, -0.115], [-0.047, 0.083, -0.017], [0.533, 0.393, 0.167], [0.171, 0.237, -0.314], [0.203, 0.438, 0.259], [0.118, -0.346, 0.577], [-0.215, -0.083, 0.534], [-0.036, -0.601, -0.064], [-1.316, 0.135, -1.881], [0.736, 0.694, 0.966], [0.096, -0.592, 0.324], [0.077, 0.837, -1.126], [-0.484, -1.080, -1.118], [1.343, -0.511, 0.448], [0.220, -0.284, -0.206], [0.676, 0.820, 1.299], [-2.303, -1.217, 0.300], [0.035, -0.011, -0.005], [0.104, -0.206, 0.172], [-0.108, 0.045, 0.076], [-0.126, 0.624, 0.112], [0.236, -0.080, 0.040], [-0.081, 0.268, 0.247], [0.062, 0.122, -0.061], [0.061, -0.406, 0.004], [-0.124, 0.128, -0.119], [-0.282, -0.673, -0.377], [0.204, 0.794, -0.384], [0.233, -0.154, 0.336], [0.231, 0.375, 0.323], [-0.038, 0.055, 0.732], [-0.451, 0.253, -0.016], [-0.376, -0.009, -0.280], [0.428, 0.218, 0.199], [-0.018, -0.282, 0.037], [0.450, -0.017, -0.127], [0.296, 0.577, -0.147], [0.299, 2.068, 1.529], [-1.035, -1.852, 0.198], [0.161, -0.041, -0.676], [-0.328, -0.976, 0.121], [-0.880, 1.425, -0.429], [0.313, 0.385, 0.741], [-0.237, -0.942, -0.943], [0.470, 1.209, -0.428], [-0.239, -0.376, 1.390], [-0.466, 0.273, -2.772], [0.003, -0.337, -0.106], [-0.050, 0.643, -0.307], [-0.536, -0.060, -0.359], [0.405, -0.752, -0.308], [0.630, -0.300, -0.285], [0.485, -0.158, -0.338], [0.275, -0.056, -0.223], [0.793, -0.085, 0.586], [-0.094, 0.011, 0.065], [-0.217, 0.045, 0.779], [0.148, -0.128, -0.406], [-0.271, -0.159, -0.013], [0.456, 0.029, 0.119], [-0.296, 0.038, -0.411], [-0.027, 0.250, -0.089], [0.006, -0.042, 0.079], [-0.099, -0.276, 0.553], [0.164, -0.353, 1.400], [0.066, -0.121, 0.377], [0.311, 0.744, 0.332], [-0.717, 0.111, -1.187], [0.167, 0.151, 0.360], [-0.820, 0.207, -0.706], [1.421, 1.180, -1.641], [-0.131, -0.386, 1.591], [-0.272, -0.324, 1.110], [0.641, -0.676, 0.187], [-0.536, 0.824, 0.236], [0.015, 0.555, -0.390], [-0.011, 0.013, 0.630], [0.383, -0.112, -0.178], [-0.246, -0.322, 0.026], [0.077, -0.257, 0.437], [0.280, 0.163, 0.034], [-0.142, -0.347, -0.034], [0.209, -0.235, -0.528], [0.247, 0.208, 0.249], [-0.458, -0.493, -0.274], [0.480, -0.076, -0.153], [-1.077, -0.584, 0.304], [-1.090, 2.238, -1.560], [2.159, -2.474, 0.965], [-1.407, -0.086, 0.539], [-1.266, 1.252, -1.287], [-0.314, -0.320, 0.034], [1.541, 0.253, -0.448], [0.286, 0.109, 0.360], [0.061, -0.121, 0.056], [0.095, 0.622, -0.003], [-0.176, -0.197, -0.417], [0.271, -0.228, 0.147], [1.020, -0.637, -0.197], [-0.590, -0.723, 0.399], [0.055, 0.158, 0.714], [0.082, 1.510, 0.275], [0.351, -0.670, -0.258], [0.189, 0.222, -0.090], [-1.746, -3.010, -0.811], [0.208, 0.047, 0.586], [1.253, 3.256, 0.130], [-0.049, -0.399, 0.349], [0.005, 0.227, 0.096], [-0.129, 0.160, 0.006], [0.779, 0.413, -0.526], [-0.136, 1.121, -0.013], [-0.764, -0.715, 0.482], [0.130, -0.771, 0.272], [-0.391, -0.337, 0.697], [0.036, 0.100, -0.066], [-0.205, 0.119, -0.186]],
  "e_tot_ha": -3491.8780,
  "charge": 6,
  "e_homo_ev": -17.904
}